[1]
Below is C5H7O3Rh as an isolated structure, with properties calculated with ωB97M-V with the def2-TZVPD basis set.

The HOMO-LUMO gap (spin up / spin down) comes out at 5.76 / 4.14 eV.

Geometry as ORCA input:
```
! RIJCOSX wB97M-V def2-TZVPD def2/J DEFGRID3
* xyz 3 6
O 0.3063 -1.0693 0.8408
C -0.0773 -2.2780 0.3051
O -1.1706 -2.3951 -0.2828
Rh -0.6079 -4.2392 -0.5740
O 0.7405 -3.2090 0.4193
C -0.4882 -0.0232 0.7472
H -1.4914 -0.1720 0.3411
H -0.6837 1.7706 1.8937
C 0.0150 1.2705 1.2166
H 1.0600 1.2521 1.5367
C -0.1899 1.6202 -0.2229
C 0.7916 1.3240 -1.2713
H -1.0097 2.3112 -0.4334
H 1.6935 0.9085 -0.7904
H 0.0253 0.7141 -1.8839
H 1.0864 2.2146 -1.8418
*
```

=====

[2]
Below is a 2-piece molecular cluster, CH3OS overall, with properties calculated with ωB97M-V with the def2-TZVPD basis set.

The HOMO-LUMO gap comes out at 6.49 eV.

Geometry as ORCA input:
```
! RIJCOSX wB97M-V def2-TZVPD def2/J DEFGRID3
* xyz -1 1
S -1.5628 -1.5838 -1.6015
H -1.2364 -0.4422 -1.0962
O 1.2827 -0.1956 1.3845
C 0.6660 0.5971 0.6476
H 1.1426 1.5537 0.3351
H -0.2921 0.0708 0.3306
*
```

=====

[3]
Below is C27H16Cl2MoN6OS5 as an isolated structure, with properties calculated with ωB97M-V with the def2-TZVPD basis set.

The HOMO-LUMO gap comes out at 5.10 eV.

Geometry as ORCA input:
```
! RIJCOSX wB97M-V def2-TZVPD def2/J DEFGRID3
* xyz -2 1
Mo -0.1067 -0.3838 0.4082
C 2.5835 1.3546 -2.6462
C 1.8431 2.2202 -3.4318
C 0.5233 2.4490 -3.1092
C -0.0326 1.8351 -1.9839
N 0.6884 0.9891 -1.2280
C 1.9567 0.7365 -1.5838
N -1.3456 2.1976 -1.6990
C -1.8064 2.0675 -0.5104
N -1.1978 1.4994 0.5799
C -1.8479 1.8895 1.7077
N -1.4502 1.8341 2.9353
C -0.1166 1.5514 3.1791
C 0.3350 1.8879 4.4647
C 1.6770 1.8285 4.7564
C 2.5581 1.4494 3.7523
C 2.0372 1.0736 2.5295
N 0.7288 1.0779 2.2435
C -3.1131 2.5576 1.3128
C -4.1602 3.0610 2.0597
C -5.2049 3.6648 1.3679
C -5.1766 3.7815 -0.0209
C -4.1033 3.2975 -0.7617
C -3.0858 2.6727 -0.0682
H 3.6043 1.0896 -2.8810
H 2.2803 2.6933 -4.3033
H -0.1111 3.0972 -3.6956
H 2.4689 0.0039 -0.9764
H -0.4037 2.2106 5.1837
H 2.0344 2.0855 5.7471
H 3.6260 1.3928 3.9124
H 2.6870 0.7009 1.7535
H -4.1602 2.9703 3.1377
H -6.0579 4.0496 1.9150
H -6.0081 4.2543 -0.5306
H -4.0645 3.3872 -1.8391
Cl 4.1513 -2.3810 2.3843
C 3.0439 -3.0859 1.2331
C 3.1581 -4.4239 0.8870
C 2.2705 -4.9504 -0.0358
Cl 2.4389 -6.6579 -0.4308
C 1.2731 -4.1960 -0.6518
C 0.3354 -4.6644 -1.6571
C -0.3569 -3.7505 -2.3398
C -0.1984 -2.2781 -2.1475
N 0.2578 -1.9551 -0.7748
C 1.1825 -2.8526 -0.2689
C 2.0352 -2.2932 0.6931
O 1.8316 -1.0292 0.9518
H 3.9181 -5.0468 1.3357
H 0.2614 -5.7220 -1.8699
H -1.0273 -4.0420 -3.1394
H -1.1636 -1.7990 -2.2663
S -0.7737 -1.5051 2.3858
S -2.7711 -2.1287 2.3148
S -2.9419 -2.5734 0.3304
S -2.4414 -0.7664 -0.5110
S 0.9236 -1.6721 -3.4553
*
```

=====

[4]
Below is a 10-piece molecular cluster, C41H53BN2O28 overall, with properties calculated with ωB97M-V with the def2-TZVPD basis set.

The HOMO-LUMO gap comes out at 8.40 eV.

Geometry as ORCA input:
```
! RIJCOSX wB97M-V def2-TZVPD def2/J DEFGRID3
* xyz 0 1
C 1.8839 8.8624 -7.4297
C 3.4236 8.9483 -7.2341
B 3.9920 7.8189 -6.2948
O 4.8424 6.8361 -6.7373
C 3.5834 7.8229 -4.7375
C 3.7593 9.2013 -4.2684
N 4.0367 10.2484 -3.9079
C 4.4818 6.9047 -3.8483
C 4.2345 7.2959 -2.4507
N 4.0129 7.4333 -1.3361
C 4.1957 5.3953 -4.1152
C 3.2891 4.7084 -3.1268
C 1.9476 4.5793 -3.4852
C 1.0279 3.9924 -2.6236
C 1.4609 3.5280 -1.3948
C 2.8020 3.6221 -1.0483
C 3.7367 4.2046 -1.8979
C 5.1933 4.2845 -1.5253
H 1.5270 9.8401 -7.7450
H 1.6749 8.1709 -8.2432
H 1.3489 8.5754 -6.5279
H 3.6890 9.9408 -6.8717
H 3.9003 8.8328 -8.2116
H 4.4795 6.4666 -7.5530
H 2.5318 7.5721 -4.5803
H 5.5328 7.1186 -4.0336
H 3.7939 5.3010 -5.1186
H 5.1598 4.8875 -4.1445
H 1.6066 4.9384 -4.4490
H -0.0069 3.9140 -2.9271
H 0.7889 3.0873 -0.6719
H 3.1542 3.2557 -0.0921
H 5.3486 3.8978 -0.5211
H 5.7578 3.6934 -2.2436
H 5.6047 5.2889 -1.5625
O -0.1310 0.2848 -1.9980
C 0.0565 0.0033 -0.8520
O 1.2226 0.1953 -0.1949
C 0.9778 -0.0526 1.2034
C -0.2235 -0.9512 1.1739
O -0.8731 -0.5521 -0.0483
H 1.8377 -0.5228 1.6708
H 0.7774 0.9012 1.6977
H 0.0466 -2.0038 1.0994
H -0.8828 -0.8088 2.0387
O 1.4772 -3.4392 -7.1530
C 1.1234 -2.9596 -6.1253
O 0.7984 -1.6557 -5.9541
C 0.2073 -1.5127 -4.6563
C 0.7717 -2.6987 -3.9101
O 0.9905 -3.6464 -4.9623
H 0.4797 -0.5635 -4.2059
H -0.8789 -1.5601 -4.7590
H 1.7257 -2.4748 -3.4298
H 0.0875 -3.0992 -3.1664
O 2.2116 -3.0499 1.3010
C 1.8634 -4.1272 1.6674
O 1.3036 -5.0657 0.8686
C 1.2299 -6.2901 1.6091
C 1.2364 -5.8006 3.0389
O 1.9679 -4.5723 2.9394
H 0.3296 -6.8436 1.3557
H 2.1036 -6.8992 1.3692
H 0.2380 -5.5855 3.4088
H 1.7279 -6.4884 3.7209
O 7.6532 1.7663 -1.3201
C 8.4132 2.6686 -1.2010
O 8.1365 3.9587 -1.5281
C 9.2001 4.7757 -1.0311
C 10.3495 3.7960 -0.9410
O 9.6775 2.5549 -0.7203
H 9.3982 5.6026 -1.7085
H 8.9112 5.1749 -0.0571
H 10.9168 3.7296 -1.8714
H 11.0325 4.0146 -0.1241
O -1.9320 -7.1771 3.0621
C -1.7659 -7.4509 4.2084
O -0.6051 -7.2623 4.8741
C -0.8525 -7.4902 6.2680
C -2.0708 -8.3861 6.2365
O -2.7116 -7.9905 5.0146
H 0.0076 -7.9564 6.7407
H -1.0481 -6.5317 6.7506
H -1.8153 -9.4445 6.1714
H -2.7321 -8.2325 7.0846
O -7.4665 -10.7606 2.3475
C -6.7038 -9.8531 2.4084
O -6.9958 -8.5758 2.0526
C -5.9169 -7.7390 2.4805
C -4.7615 -8.7100 2.5585
O -5.4234 -9.9489 2.8441
H -5.7492 -6.9336 1.7703
H -6.1692 -7.3101 3.4528
H -4.2307 -8.8028 1.6095
H -4.0502 -8.4619 3.3394
O -1.0903 -0.7729 3.8817
C -2.0143 -0.2664 4.4460
O -2.9710 0.4498 3.8186
C -4.0209 0.6954 4.7643
C -3.3048 0.5765 6.0829
O -2.2396 -0.3367 5.7721
H -4.4595 1.6782 4.6102
H -4.7915 -0.0632 4.6375
H -2.8708 1.5229 6.4122
H -3.9411 0.1847 6.8681
O -5.8706 -1.0460 6.6234
C -6.9780 -1.1184 6.1887
O -7.3079 -1.7755 5.0554
C -8.7373 -1.8358 4.9782
C -9.1534 -0.6586 5.8325
O -8.0638 -0.5535 6.7581
H -9.0716 -1.7554 3.9475
H -9.0711 -2.7904 5.3877
H -9.2216 0.2694 5.2629
H -10.0906 -0.8221 6.3574
O -6.9818 0.8771 -0.6850
C -5.9708 0.3473 -1.0161
O -5.0399 0.8997 -1.8293
C -3.8775 0.0603 -1.8021
C -4.4496 -1.2765 -1.3957
O -5.5940 -0.8969 -0.6237
H -3.3949 0.0378 -2.7755
H -3.1745 0.4539 -1.0678
H -4.7818 -1.8690 -2.2506
H -3.7588 -1.8683 -0.8005
*
```